Density functional theory data (ωB97M-V/def2-TZVPD) for a molecular structure, C10H19Br3ClO13.

Calculated values
Multiplicity: 2
HOMO energy (alpha / beta) in hartree: -0.370 / -0.370
E in a.u.: -9552.27787
Expectation value of S²: 0.7645
Energy above the lowest of the compared OMol25 structures with the same formula, charge and spin in kJ/mol: 119.1
LUMO (alpha / beta) in eV: -0.51 / -5.70

XYZ file:
```
46
Properties=species:S:1:pos:R:3:forces:R:3
Cl -12.510340 17.848590 8.306660 -3.2 0.1 3.5
O -11.848330 18.439270 7.268040 3.2 3.4 -3.0
O -13.862350 18.247550 8.366920 -0.2 -0.3 0.2
O -12.324830 16.486810 8.052570 0.1 -2.3 1.0
O -11.876780 18.286280 9.608140 0.1 -0.8 -1.7
C -11.613830 20.640090 12.106220 0.0 0.7 2.0
Br -13.406420 21.481860 12.205540 1.1 -0.6 -0.6
Br -11.326630 19.828810 13.934450 0.0 0.3 -1.1
Br -10.193700 22.008200 11.842270 -1.1 -0.9 -0.1
H -11.553410 19.794420 11.421160 -0.1 0.6 -0.1
C -6.513230 14.896200 5.528180 -0.9 0.4 0.1
O -7.232970 16.203260 5.583180 4.9 -3.0 -3.5
C -8.093270 16.490700 6.440680 -3.1 2.3 2.4
O -8.807150 17.446160 6.196260 -0.3 -1.2 1.5
O -8.029720 15.709420 7.560800 -0.3 0.3 0.1
C -8.947190 15.925180 8.682170 0.2 -0.6 -1.2
H -7.286340 14.143560 5.682820 0.4 -0.2 0.2
H -5.660940 14.790330 6.199370 -0.5 0.4 0.6
H -6.066080 14.743000 4.546000 -0.5 0.6 -0.2
H -9.281890 14.928470 8.969670 0.0 0.0 0.0
H -9.808520 16.485190 8.318030 0.3 0.3 0.4
H -8.393320 16.345690 9.521520 -0.2 0.3 -0.3
C -16.206890 20.148290 7.197010 -0.8 -0.7 0.4
O -16.812160 21.283180 6.531230 0.8 0.7 -1.2
C -17.813190 21.971770 7.066230 -1.3 -0.3 3.7
O -18.324330 21.694630 8.170160 1.0 0.7 -2.9
O -18.158990 23.072570 6.330320 1.4 -1.4 -0.6
C -19.345690 23.731380 6.622440 -3.0 0.3 1.0
H -15.423960 19.622550 6.650450 -0.1 1.0 -1.1
H -16.982240 19.386840 7.281450 0.0 0.1 0.7
H -15.689870 20.370140 8.130590 -0.7 0.5 0.2
H -19.592860 23.847640 7.677660 1.0 0.3 0.2
H -20.281450 23.254640 6.330600 0.3 -1.4 -0.5
H -19.586370 24.648180 6.084250 1.7 0.4 0.0
C -8.620960 22.777010 8.265690 -1.8 0.3 -0.8
O -8.525500 21.460550 8.807840 0.9 -0.5 1.1
C -8.741330 20.386410 8.056500 1.3 -1.3 -2.3
O -8.788260 20.405860 6.814830 -0.5 -0.5 4.2
O -8.754590 19.169480 8.847400 0.7 2.2 -1.3
C -8.364880 19.142060 10.275840 -2.3 1.2 -0.8
H -9.699970 22.919690 8.324620 0.0 0.7 -0.4
H -8.320380 22.901420 7.225360 0.2 -0.6 0.1
H -8.159960 23.578310 8.843180 0.4 -0.8 0.5
H -7.325770 18.975090 10.559530 0.0 -0.2 -0.7
H -9.089380 18.412970 10.638640 0.7 -0.5 0.3
H -8.733950 20.068660 10.715500 0.5 0.1 0.1
```
Forces are in eV/Å.

natural (NBO) atomic charge list, values in e, 2 entries: 2.526, -0.571